DFT (wB97M-V/def2-TZVPD) results for a structure of composition C33H34N2P2RhSSe.

* net charge: +1
* E: -4980.1823 Eh
* Kohn-Sham gap (alpha / beta): 6.1165 / 6.0824 eV
* HOMO (alpha / beta): -9.83 / -9.76 eV
* energy relative to the best compared isomer or geometry (same formula, charge and spin): 0.0 kcal/mol

Last column: Mulliken charge in e.
CARTESIAN COORDINATES (ANGSTROEM)
1 Rh 0.022 0.218 1.035  -0.53
2 C 0.019 2.462 -1.877  -0.79
3 C 0.993 2.908 -0.767  -1.29
4 P 1.648 1.631 0.374  1.83
5 C 2.385 2.686 1.653  0.92
6 C 1.604 3.094 2.733  -0.61
7 C 2.117 3.973 3.673  -0.71
8 C 3.418 4.445 3.547  -0.54
9 C 4.200 4.039 2.478  -0.81
10 C 3.685 3.163 1.530  -0.55
11 C 3.092 0.903 -0.483  0.97
12 C 3.763 -0.172 0.102  -0.55
13 C 4.878 -0.725 -0.510  -0.72
14 C 5.335 -0.221 -1.720  -0.64
15 C 4.679 0.850 -2.309  -0.80
16 C 3.572 1.413 -1.690  -0.35
17 C 0.203 1.018 -2.365  -1.38
18 P -0.640 -0.106 -1.199  1.75
19 C -0.124 -1.784 -1.687  0.19
20 C -1.031 -2.837 -1.800  -0.39
21 C -0.581 -4.128 -2.047  -0.72
22 C 0.776 -4.380 -2.178  -0.62
23 C 1.687 -3.337 -2.059  -0.80
24 C 1.241 -2.049 -1.811  0.07
25 C -2.352 0.022 -1.822  0.43
26 C -2.645 -0.455 -3.105  -0.71
27 C -3.911 -0.299 -3.642  -0.81
28 C -4.904 0.346 -2.913  -0.54
29 C -4.620 0.839 -1.651  -0.81
30 C -3.349 0.678 -1.109  -0.08
31 H 0.110 3.145 -2.722  0.42
32 H -1.007 2.578 -1.518  0.23
33 H 0.509 3.628 -0.104  0.66
34 H 1.854 3.435 -1.178  0.63
35 H 0.602 2.705 2.852  0.13
36 H 1.507 4.281 4.512  0.43
37 H 3.823 5.124 4.287  0.39
38 H 5.216 4.399 2.379  0.43
39 H 4.309 2.848 0.702  0.39
40 H 3.401 -0.572 1.040  0.11
41 H 5.390 -1.554 -0.039  0.45
42 H 6.201 -0.657 -2.201  0.41
43 H 5.031 1.254 -3.250  0.44
44 H 3.086 2.252 -2.170  0.28
45 H 1.255 0.741 -2.433  0.71
46 H -0.236 0.882 -3.353  0.79
47 H -2.093 -2.656 -1.696  0.47
48 H -1.296 -4.936 -2.141  0.43
49 H 1.125 -5.386 -2.374  0.41
50 H 2.748 -3.526 -2.157  0.47
51 H 1.966 -1.252 -1.697  -0.17
52 H -1.880 -0.953 -3.688  0.41
53 H -4.123 -0.675 -4.635  0.43
54 H -5.892 0.471 -3.338  0.40
55 H -5.382 1.363 -1.088  0.46
56 H -3.129 1.089 -0.137  0.23
57 Se 1.425 -0.513 2.688  -0.61
58 C -5.214 -1.965 3.753  -1.46
59 C -3.898 -1.709 3.100  0.76
60 C -3.014 -2.670 2.692  -1.12
61 C -1.805 -2.271 2.077  0.92
62 N -1.554 -0.986 1.879  0.66
63 C -2.402 -0.034 2.299  -0.10
64 S -1.928 1.550 2.040  -0.54
65 N -3.560 -0.414 2.895  0.11
66 C -0.769 -3.262 1.692  -1.15
67 H -5.337 -3.027 3.951  0.37
68 H -6.027 -1.633 3.106  0.35
69 H -5.289 -1.423 4.696  0.39
70 H -3.234 -3.715 2.844  0.45
71 H -4.183 0.324 3.200  0.33
72 H -1.177 -4.271 1.649  0.42
73 H 0.009 -3.211 2.459  0.26
74 H -0.299 -2.996 0.747  0.12

Atoms 1-2, force components in eV/Å:
Rh 0.00 0.27 0.18
C 0.04 -0.01 0.07

=====

DFT (wB97M-V/def2-TZVPD) results for a structure of composition C33H35AsIrN4O3S2.

* net charge: +2
* E: -4859.1834 Eh
* Kohn-Sham gap (alpha / beta): 7.9502 / 5.9066 eV
* HOMO (alpha / beta): -13.75 / -13.76 eV
* <S²>: 0.7551
* energy relative to the best compared isomer or geometry (same formula, charge and spin): 1.1 kcal/mol
* multiplicity: 2

Last column: Mulliken spin population.
CARTESIAN COORDINATES (ANGSTROEM)
1 Ir 0.202 0.863 0.502  0.55
2 C 6.228 -0.675 -5.183  0.00
3 C 5.392 -0.210 -4.029  0.01
4 C 5.432 1.122 -3.613  0.00
5 C 4.658 1.565 -2.560  0.00
6 C 3.813 0.661 -1.917  0.00
7 C 3.759 -0.671 -2.306  0.01
8 C 4.551 -1.097 -3.354  0.00
9 S 2.854 1.297 -0.620  0.01
10 O 3.506 2.429 -0.052  0.01
11 O 2.411 0.213 0.309  0.05
12 N 1.350 1.684 -1.203  0.38
13 C 0.988 3.023 -0.962  -0.02
14 C 1.459 4.181 -1.547  0.01
15 C 0.970 5.377 -1.053  0.00
16 C 0.044 5.385 -0.015  0.00
17 C -0.380 4.182 0.509  0.00
18 N 0.085 3.027 0.025  0.03
19 H 7.164 -0.122 -5.241  0.00
20 H 5.691 -0.513 -6.120  0.00
21 H 6.453 -1.737 -5.109  0.00
22 H 6.096 1.816 -4.112  0.00
23 H 4.723 2.590 -2.219  0.00
24 H 3.135 -1.377 -1.784  0.00
25 H 4.528 -2.139 -3.648  0.00
26 H 2.187 4.143 -2.345  0.00
27 H 1.315 6.313 -1.473  0.00
28 H -0.340 6.312 0.383  0.00
29 H -1.106 4.125 1.309  0.00
30 S -6.214 1.328 -0.645  0.00
31 C -4.546 1.168 -0.203  0.00
32 C -4.069 1.038 1.105  0.00
33 C -2.716 0.939 1.329  -0.02
34 N -1.816 0.949 0.334  -0.02
35 C -2.263 1.081 -0.933  0.00
36 C -3.593 1.186 -1.235  0.00
37 C -7.025 1.242 0.937  0.00
38 C -7.325 0.011 1.501  0.00
39 C -7.964 0.004 2.734  0.00
40 N -8.303 1.113 3.385  0.00
41 C -8.030 2.284 2.821  0.00
42 C -7.389 2.406 1.592  0.00
43 H -4.745 1.018 1.948  0.00
44 H -2.336 0.839 2.332  0.00
45 H -1.510 1.106 -1.713  0.00
46 H -3.895 1.287 -2.268  0.00
47 H -7.082 -0.915 0.997  0.00
48 H -8.219 -0.933 3.214  0.00
49 H -8.336 3.168 3.368  0.00
50 H -7.191 3.380 1.165  0.00
51 C -1.527 -2.248 1.363  0.01
52 As 0.211 -1.516 0.949  -0.05
53 C 1.328 -2.054 2.420  0.00
54 C 0.745 -2.525 -0.643  0.00
55 C 1.532 -3.757 -0.290  0.00
56 C 0.907 -5.000 -0.308  0.00
57 C 1.608 -6.146 0.041  0.00
58 C 2.942 -6.060 0.409  0.00
59 C 3.574 -4.823 0.431  0.00
60 C 2.871 -3.678 0.088  0.00
61 H -1.413 -3.321 1.513  0.00
62 H -2.212 -2.069 0.536  0.00
63 H -1.927 -1.807 2.275  0.00
64 H 1.411 -3.139 2.417  0.00
65 H 0.876 -1.725 3.354  0.00
66 H 2.314 -1.611 2.306  0.00
67 H 1.278 -1.827 -1.283  0.00
68 H -0.184 -2.797 -1.146  0.00
69 H -0.130 -5.078 -0.616  0.00
70 H 1.114 -7.108 0.015  0.00
71 H 3.491 -6.953 0.675  0.00
72 H 4.615 -4.750 0.716  0.00
73 H 3.367 -2.715 0.136  0.00
74 C -0.216 0.968 3.626  0.01
75 C 0.557 1.442 2.422  0.03
76 O 1.468 2.194 2.459  0.00
77 H 0.480 0.878 4.458  0.00
78 H -0.732 0.025 3.459  0.00
79 H -0.946 1.738 3.885  0.00

Atoms 1-2, force components in eV/Å:
Ir 0.11 0.00 0.10
C -0.01 0.00 0.01

=====

F_max
In order: 0.008; 0.011
Unit: hartree/bohr